Entry 1:
Density functional theory data (ωB97M-V/def2-TZVPD) for a cluster of 2 separate species, C4H11N2O in total.

## Properties
Net charge   +1
LUMO energy   -3.5 eV
Frontier orbital gap   0.3844 Eh
Energy relative to the best compared isomer or geometry (same formula, charge and spin)   297.90 kJ/mol
DFT total energy   -343.45069 hartree

Last column: Löwdin charge in e.
Atoms and positions in Å:
C: 1.328 0.908 1.424  -0.140
C: 1.671 1.264 -0.021  -0.152
C: -2.093 -0.485 -0.776  0.050
C: -0.754 -1.086 -0.311  -0.452
N: 0.191 -1.494 -1.140  0.251
N: 0.273 1.148 0.448  -0.085
O: -0.633 -1.637 0.827  0.162
H: 1.266 -0.221 1.576  0.111
H: 1.472 1.613 2.256  0.119
H: 2.094 2.210 -0.326  0.105
H: 2.118 0.526 -0.632  0.068
H: -2.563 -1.243 -1.357  0.092
H: -1.829 0.460 -1.426  0.142
H: -2.529 -0.064 0.135  0.096
H: 0.330 -0.997 -1.959  0.115
H: 0.996 -1.935 -0.654  0.173
H: -0.130 2.190 0.478  0.174
H: -1.209 -1.155 1.458  0.172


Entry 2:
Density functional theory data (ωB97M-V/def2-TZVPD) for a cluster of 2 separate species, C4H11N2O in total.

## Properties
Net charge   +2
LUMO energy (alpha / beta)   -8.4 / -12.1 eV
Frontier orbital gap (alpha / beta)   0.3615 / 0.2242 Eh
<S²>   0.7547
Energy relative to the best compared isomer or geometry (same formula, charge and spin)   0.00 kJ/mol
DFT total energy   -343.05240 hartree
2S+1   2

Last column: Löwdin spin population.
Atoms and positions in Å:
C: 3.705 -0.771 -0.042  0.000
N: 2.474 -0.995 0.731  0.000
C: 1.301 -0.589 0.351  0.000
N: 0.203 -0.615 1.083  0.000
H: 4.261 -1.702 -0.119  0.000
H: 4.300 0.001 0.435  0.000
H: 3.430 -0.510 -1.062  0.000
H: 2.548 -1.390 1.662  0.000
H: 1.216 -0.321 -0.697  0.000
H: 0.222 -0.942 2.040  0.000
H: -0.713 -0.378 0.720  0.000
C: -3.036 2.119 -1.248  0.506
C: -2.393 0.888 -1.057  0.250
O: -2.563 0.109 -0.030  0.202
H: -2.708 2.720 -2.087  0.020
H: -3.752 2.499 -0.525  0.018
H: -1.643 0.466 -1.719  0.005
H: -3.182 0.544 0.594  -0.001


Q: The lowest net charge belongs to which entry?
A: number 1